[1]
34
Properties=species:S:1:pos:R:3:forces:R:3 method="wB97M-V/def2-TZVPD" e_tot_ev=-18862.8069 e_homo_ev=-8.677 de_lowest_kj_mol=210.8 homo_lumo_gap_ev=8.9 smiles="C=C/C(C)=C/C.O.O.O.O.O.O" lumo_ev=0.3 multiplicity=1
O -1.59729 -3.48207 -1.49153 0.01 -0.30 -1.00
C 3.00087 0.29912 0.54758 0.26 -0.20 0.62
H 1.67153 4.10620 -0.53819 0.26 -0.58 -0.19
C 2.24619 3.38196 -1.16228 -0.10 0.65 0.25
C 1.81574 1.97430 -0.90982 -0.49 -1.03 0.52
H -2.46255 -3.80652 -1.22828 0.09 0.48 0.33
C 2.26376 1.39345 0.39018 -0.57 -0.15 0.31
H -0.64980 0.90880 3.44691 0.14 0.27 0.17
C 0.92197 1.19808 -1.53520 -0.27 -0.17 -0.65
H 1.70669 1.83421 1.23402 0.75 -0.18 -0.01
C 0.18193 1.42443 -2.82849 -0.02 0.59 0.67
H -0.21615 -2.75869 1.60326 -0.02 0.24 -0.83
H 0.62078 0.25451 -1.07426 0.45 0.22 0.18
H -3.29006 -0.38401 1.40187 -0.40 -0.06 0.15
H -0.81917 1.82830 -2.60848 0.27 0.18 -0.18
H -0.49663 -0.01942 2.29702 0.11 -0.18 -0.56
H -0.36857 -4.77051 -0.79473 -0.13 0.42 0.35
O -3.08203 -1.16717 1.93127 0.17 -0.40 0.26
H 2.13211 3.73927 -2.17864 -0.04 -0.19 -0.32
O 0.19841 -4.76470 -0.00427 -0.16 -0.37 -0.09
H -2.44274 2.43270 0.65068 0.96 0.33 -0.38
H -1.60136 -2.18087 1.36464 0.39 0.49 -0.26
H -0.01528 0.48446 -3.33054 0.27 -0.15 -0.22
H -1.26270 -2.79011 -0.90672 -0.31 -0.16 0.54
H 3.50833 -0.28354 -0.19787 -0.09 0.36 -0.99
O -0.44628 0.92284 2.50589 -0.29 -0.22 0.41
O -0.68209 -2.12264 1.02512 -0.30 -0.40 0.96
O -2.92108 1.96073 1.31061 -1.32 -0.98 1.06
H 3.29150 3.49299 -0.86457 -0.03 0.07 -0.14
H -2.33530 1.62531 2.01284 0.41 0.47 -0.81
H 3.20856 -0.18843 1.49352 -0.38 0.52 0.46
H 0.75044 2.10623 -3.45759 -0.29 0.04 -0.29
H 1.04219 -5.02643 -0.35722 0.66 -0.20 0.03
H -3.87195 -1.62280 2.25326 0.02 0.62 -0.36

[2]
40
Properties=species:S:1:pos:R:3:forces:R:3 method="wB97M-V/def2-TZVPD" e_tot_ev=-90976.4037 e_homo_ev=-0.143 de_lowest_kj_mol=2485.9 homo_lumo_gap_ev=4.5 lumo_ev=4.4 multiplicity=1 total_charge=-2
H -1.23025 -0.82575 1.81166 -0.52 5.99 -0.48
H -0.49035 3.23875 1.65505 -1.13 -0.43 0.16
H -1.32282 1.83752 -2.17294 0.85 0.17 0.63
C -0.15047 3.15096 0.62312 0.15 -0.33 1.08
C -0.60814 0.06649 1.74116 0.57 3.19 1.16
H 0.81730 1.94466 -0.78896 -1.25 0.13 0.79
C -1.74652 0.70858 -0.21868 -0.84 1.11 -0.74
Na 0.55880 -0.43909 -0.47087 4.14 -2.84 -1.80
H 1.38477 -1.67714 -2.89891 2.22 -1.45 -3.98
H 1.07746 -1.23453 1.65693 0.30 0.87 2.08
F -0.05991 -4.11230 1.14238 -0.89 1.17 -0.58
H 2.12952 1.24254 0.47686 3.91 0.54 2.07
H 0.90657 -0.21121 -1.96226 0.18 2.89 -3.48
C -1.69892 0.91605 -1.72849 -0.78 0.19 -1.25
H 2.13366 -0.41830 -0.10331 2.21 -2.50 1.50
H -0.79908 3.67785 -0.07672 -0.11 0.12 0.02
H 1.24075 1.57060 0.86133 -2.67 1.32 0.16
H 1.49904 0.83906 -1.14170 0.49 0.88 -2.30
H -1.17901 0.86530 2.21457 0.58 0.63 1.31
C 0.60676 -0.62726 2.43008 0.22 2.92 0.77
H -1.26429 0.05466 -2.23564 0.25 0.54 -0.20
H 0.76564 3.70571 0.82584 0.41 0.51 -0.95
H -2.41081 1.49327 0.14338 0.37 0.82 0.97
C 0.39530 1.74782 0.19658 -4.83 4.19 3.01
H -2.32521 -0.20972 -0.11897 -0.38 0.92 0.66
F -1.06289 -1.17344 -0.76356 -3.97 -7.96 2.84
B 0.87756 -1.28770 -2.02983 1.83 -2.10 -6.24
N -0.41718 0.52606 0.37009 -9.07 10.42 6.62
H 1.40351 -1.63516 -1.15410 2.55 -2.03 -0.86
F 1.02571 -1.96334 0.38093 -2.09 -6.05 2.78
F -2.31520 -3.31557 -0.05616 1.65 0.39 0.38
As -0.63601 -2.70348 0.19453 0.63 -1.65 -3.11
F -1.23749 -1.94411 1.69951 -1.31 -10.51 -1.42
H -2.71241 0.98396 -2.12390 -0.66 -0.31 0.28
B 2.24356 0.61511 -0.39352 5.47 -0.24 -0.25
H -0.13995 -1.64676 -2.03073 -1.74 -1.03 -2.11
H 3.24146 0.79155 -0.76405 4.25 0.49 -1.88
H 0.30710 -1.20937 3.30154 -0.28 -0.12 -0.09
F -0.06487 -3.49971 -1.30882 -1.36 -0.70 2.51
H 1.25716 0.15733 2.81674 0.64 -0.13 -0.02

[3]
35
Properties=species:S:1:pos:R:3:forces:R:3 method="wB97M-V/def2-TZVPD" e_tot_ev=-27109.5543 e_homo_ev=-8.065 de_lowest_kj_mol=171.6 homo_lumo_gap_ev=8.3 smiles=CCN[C@H](C)CCS.O.O.O.O lumo_ev=0.2 multiplicity=1
H 1.55472 0.65604 3.10805 -0.47 0.28 -0.38
H 2.28065 -1.20606 -0.04299 0.07 0.33 0.08
C 0.59338 -0.15460 0.42236 0.05 -0.44 -0.17
S -1.65861 2.87858 -1.19353 0.36 -0.16 0.06
H 3.87714 0.17182 1.26946 0.30 -0.15 -0.06
H -4.48989 -1.09926 0.19469 -0.11 0.27 0.11
O -1.60073 0.27705 2.71479 -0.30 -0.12 0.09
H 1.92668 1.86462 1.79720 -0.06 0.23 0.22
H -2.37218 -2.29191 -3.27804 0.40 0.10 -0.16
O -3.62158 -0.70809 0.06436 0.12 -0.46 -0.05
C 0.24406 0.78626 -0.73803 -1.30 -0.65 0.39
H 0.50138 0.20234 -1.61936 0.72 0.50 -0.19
C 2.86733 -0.06844 1.57489 -1.16 -0.27 -0.26
H 2.81305 0.65250 -3.76734 -0.16 -0.62 0.16
H 0.78609 1.71234 -0.58364 0.29 -0.01 -0.40
O -2.05230 -1.83230 -2.49112 -0.64 -0.40 -0.24
C -1.25158 1.06972 -0.93030 0.19 2.04 -0.30
H 2.83980 -0.98324 2.17209 0.53 -0.04 0.30
H 1.39398 0.29047 -3.41369 0.23 -0.33 0.02
H 0.40419 -2.28889 0.87503 -0.27 0.12 0.23
H 0.11858 -1.83358 -0.79345 0.24 -0.21 -0.13
H -1.85553 0.95719 -0.04629 -0.03 -0.80 0.27
C -0.05617 -1.52879 0.23969 0.00 0.09 -0.84
H -0.76790 3.13739 -2.16167 -0.03 -0.04 -0.04
H -1.14694 -1.52577 0.28550 0.06 0.07 0.50
C 2.30421 1.06524 2.42611 0.45 -0.73 0.67
H -1.64400 0.62449 -1.82836 -0.32 -0.74 0.27
H -0.96044 0.18342 3.42711 -0.06 -0.03 0.02
H 0.20650 0.25314 1.35929 0.51 0.12 -0.14
N 2.06231 -0.29704 0.35856 0.07 0.26 0.33
H -2.10357 -0.54935 2.70379 0.18 0.17 -0.03
H -2.82406 -1.93212 -1.91633 0.29 0.40 0.39
O 2.26111 -0.12242 -3.55045 -0.01 0.91 -0.27
H 3.06049 1.40106 3.14266 0.15 0.34 -0.43
H -3.69016 0.23818 0.21897 -0.25 -0.02 -0.02